1) Density functional theory data (ωB97M-V/def2-TZVPD) for an isolated ion of composition C2H6N2O3P and charge -1.

The geometry in XYZ format:
```
14
Properties=species:S:1:pos:R:3:mulliken_charge:R:1
C 0.40 0.85 0.86 -0.7527
N 0.11 1.22 -0.48 -0.4793
P 1.47 1.36 -1.48 0.7805
O 2.72 1.64 -0.68 -0.7440
O 1.08 2.33 -2.54 -0.7344
C 1.47 -0.52 -2.42 0.3020
N 0.24 -1.03 -1.89 -0.4395
O 1.91 -1.20 -3.33 -0.6088
H -0.42 0.54 1.55 0.2712
H 0.94 -0.13 0.65 0.2710
H 0.99 1.48 1.47 0.3021
H -0.23 2.02 -0.87 0.2133
H -0.36 -0.20 -1.41 0.4134
H -0.18 -1.87 -2.37 0.2051
```

For the LUMO energy, the calculation gives 3.90 eV. The orbital gap is 8.50 eV. As for the spin multiplicity: 1. The charge is -1. The value obtained for the highest occupied orbital energy is -4.61 eV.

=====

2) Density functional theory data (ωB97M-V/def2-TZVPD) for C2H6N2O3P as an isolated structure.

The geometry in XYZ format:
```
14
Properties=species:S:1:pos:R:3:mulliken_charge:R:1
C 0.89 0.31 -1.22 -0.0260
C -0.52 -0.10 -1.20 -0.1692
N 0.50 -1.06 -1.27 -0.3449
N 0.59 -0.16 1.92 -0.7762
O -2.09 -0.32 1.79 -0.6740
O -0.79 1.85 1.12 -0.6791
O 0.72 -1.96 -0.29 -0.3679
P -0.83 0.37 1.50 0.6831
H 1.22 0.82 -2.11 0.2638
H 1.31 0.75 -0.22 0.0158
H -1.00 0.20 -0.16 0.1114
H -1.29 0.02 -1.97 0.2859
H 0.23 -1.43 0.45 0.3731
H 1.06 0.72 1.67 0.3040
```

For the LUMO energy, the calculation gives 4.00 eV. The orbital gap is 9.00 eV. As for the spin multiplicity: 1. The charge is -1. The value obtained for the highest occupied orbital energy is -5.00 eV.

=====

Structures ranked by computed energy, the most stable listed first: 1), 2).

=====

1) Density functional theory data (ωB97M-V/def2-TZVPD) for a 2-piece molecular cluster, C4H14N4 overall.

The geometry in XYZ format:
```
22
Properties=species:S:1:pos:R:3:mulliken_charge:R:1
C 1.67 0.23 1.33 -0.9330
C 1.33 1.03 -0.95 -1.1463
N 0.81 0.17 0.13 0.0808
H 0.58 -0.90 -0.33 0.5681
H 1.58 1.21 1.80 0.3395
H 2.71 0.07 1.04 0.3744
H 1.39 -0.55 2.03 0.3093
H 1.31 2.08 -0.65 0.3885
H 2.37 0.76 -1.17 0.3512
H 0.74 0.86 -1.85 0.4256
C -1.18 -0.27 1.68 -1.5930
N -0.68 -1.48 -0.84 -0.7658
C -0.72 0.35 0.38 0.8928
N -1.02 -0.99 -2.15 -0.4985
N -1.43 1.28 -0.14 -0.8687
H -1.47 -2.00 -0.45 0.2241
H -1.09 -1.76 -2.81 0.2213
H -1.93 -0.52 -2.11 0.2028
H -1.02 1.68 -0.98 0.2560
H -2.27 -0.29 1.69 0.3955
H -0.82 -1.29 1.81 0.4340
H -0.87 0.33 2.54 0.3413
```

For the LUMO energy (spin up / spin down), the calculation gives 0.78 / 0.78 eV. The orbital gap (spin up / spin down) is 7.99 / 7.99 eV. As for the spin multiplicity: 1. The value obtained for the highest occupied orbital energy (spin up / spin down) is -7.21 / -7.21 eV.

=====

2) Density functional theory data (ωB97M-V/def2-TZVPD) for C4H14N4 as an isolated structure.

The geometry in XYZ format:
```
22
Properties=species:S:1:pos:R:3:mulliken_charge:R:1
C 2.14 -0.75 0.15 -0.9370
C 0.99 -0.21 -1.92 -1.0697
N 0.90 -0.39 -0.49 0.1116
C -1.14 -1.94 -0.82 -0.4327
N -0.28 -1.46 0.01 -0.2475
H 2.83 0.10 0.11 0.3262
H 2.63 -1.62 -0.31 0.3640
H 1.95 -0.97 1.20 0.3503
H 0.00 0.04 -2.32 0.3489
H 1.36 -1.11 -2.45 0.3349
H 1.67 0.61 -2.14 0.3196
H -0.96 -2.08 -1.88 0.3413
H -2.16 -2.12 -0.50 0.2811
C -1.42 2.25 0.95 -0.8440
N -0.44 1.36 1.53 -0.2642
N -0.88 0.16 2.03 -0.7129
H 0.33 1.14 0.87 0.3807
H -1.78 0.33 2.50 0.1732
H -0.70 -0.84 1.07 0.3150
H -2.05 1.77 0.18 0.2232
H -2.08 2.62 1.74 0.2930
H -0.91 3.10 0.49 0.3451
```

For the LUMO energy (spin up / spin down), the calculation gives -0.06 / -0.06 eV. The orbital gap (spin up / spin down) is 5.57 / 5.58 eV. As for the spin multiplicity: 1. The value obtained for the highest occupied orbital energy (spin up / spin down) is -5.63 / -5.64 eV.

=====

3) Density functional theory data (ωB97M-V/def2-TZVPD) for a 2-piece molecular cluster, C4H14N4 overall.

The geometry in XYZ format:
```
22
Properties=species:S:1:pos:R:3:mulliken_charge:R:1
H 0.92 0.40 -2.42 0.2017
N 0.41 -0.16 -1.74 -0.8363
C 0.01 0.57 -0.75 1.3233
C 0.46 2.00 -0.57 -1.6758
N -1.52 0.41 -0.25 -0.4081
C -2.38 -0.58 -0.86 -0.8382
H 1.53 2.04 -0.37 0.3481
H 0.27 2.55 -1.50 0.4045
H -0.08 2.51 0.23 0.4177
H -2.00 1.26 0.03 0.2347
H -3.43 -0.37 -0.63 0.3811
H -2.16 -1.58 -0.48 0.1961
H -2.22 -0.61 -1.95 0.2621
C 1.29 -0.19 2.06 -0.9508
N 0.79 -0.74 0.80 0.1099
N 1.29 -2.07 0.57 -0.8164
H 1.25 -0.95 2.84 0.3284
H 0.70 0.69 2.31 0.3207
H 2.33 0.14 1.96 0.2684
H -0.27 -0.80 0.74 0.2316
H 2.17 -1.96 0.05 0.2202
H 0.65 -2.56 -0.06 0.2771
```

For the LUMO energy, the calculation gives 0.96 eV. The orbital gap is 8.68 eV. As for the spin multiplicity: 1. The value obtained for the highest occupied orbital energy is -7.72 eV.

=====

Structures ranked by computed energy, the most stable listed first: 3), 1), 2).

=====

1) Density functional theory data (ωB97M-V/def2-TZVPD) for an isolated ion of composition C4H8N2P and charge +1.

The geometry in XYZ format:
```
15
Properties=species:S:1:pos:R:3:mulliken_charge:R:1
C 0.01 -0.62 1.31 -1.0853
C -0.65 0.48 0.64 0.7085
C -1.64 1.28 1.26 -0.5013
P -2.46 2.43 0.20 0.2679
N -1.06 1.71 -1.17 -0.7585
N -0.41 0.71 -0.61 0.5151
C 0.69 0.03 -1.30 -0.9154
H -0.79 -1.25 1.71 0.3473
H 0.54 -0.39 2.16 0.2880
H 0.58 -1.27 0.52 0.3263
H -1.97 1.13 2.23 0.4502
H -1.17 1.68 -2.13 0.2645
H 1.10 0.62 -2.17 0.2856
H 0.21 -0.86 -1.82 0.4390
H 1.57 -0.41 -0.64 0.3680
```

For the LUMO energy, the calculation gives -5.19 eV. The orbital gap is 8.79 eV. As for the spin multiplicity: 1. The charge is +1. The value obtained for the highest occupied orbital energy is -13.99 eV.

=====

2) Density functional theory data (ωB97M-V/def2-TZVPD) for C4H8N2P as an isolated structure.

The geometry in XYZ format:
```
15
Properties=species:S:1:pos:R:3:mulliken_charge:R:1
C -1.79 1.30 0.06 -0.0169
C -0.16 -0.34 0.49 0.0525
C 1.90 -1.51 0.63 -0.2846
C -2.24 1.24 -1.30 -0.9188
N -0.85 0.74 0.66 -0.3102
N 1.17 -0.40 0.37 -0.1729
P 4.18 -1.17 0.73 0.1057
H -2.11 2.10 0.59 0.5092
H -0.85 -1.22 0.65 0.3461
H 1.47 -2.46 0.84 0.3911
H -1.55 2.01 -1.93 0.2916
H -2.20 0.24 -1.65 0.3362
H -3.26 1.54 -1.23 0.3150
H 1.69 0.42 0.13 0.2582
H 4.60 -2.49 0.95 0.0978
```

For the LUMO energy (spin up / spin down), the calculation gives -5.08 / -4.77 eV. The orbital gap (spin up / spin down) is 6.88 / 7.99 eV. As for the spin multiplicity: 1. The charge is +1. The value obtained for the highest occupied orbital energy (spin up / spin down) is -11.96 / -12.76 eV.

=====

Structures ranked by computed energy, the most stable listed first: 1), 2).

=====

1) Density functional theory data (ωB97M-V/def2-TZVPD) for a 2-piece molecular cluster, C6H11FN3 overall.

The geometry in XYZ format:
```
21
Properties=species:S:1:pos:R:3:mulliken_charge:R:1
C -1.67 -0.78 3.29 -0.7398
C -0.64 -1.23 2.45 -0.1065
C -1.60 0.59 3.14 0.4670
C 0.02 1.27 -1.20 -1.1575
C -0.87 -1.03 -1.49 -1.2485
C 0.26 -0.18 -1.05 1.0015
N -0.65 0.92 2.30 -0.0539
N -0.07 -0.20 1.81 -0.3144
N 1.37 -0.73 -0.60 -0.2387
F -2.38 1.52 3.63 -0.2623
H -2.21 -1.42 3.96 0.3931
H -0.21 -2.21 2.20 0.4102
H -0.71 1.34 -0.48 0.3424
H 0.88 2.03 -0.83 0.3245
H -0.31 1.55 -2.23 0.3645
H -0.48 -2.08 -1.74 0.3576
H -1.46 -1.14 -0.57 0.3389
H -1.39 -0.54 -2.26 0.3796
H -0.54 1.86 1.92 0.2500
H 2.08 -0.17 -0.31 0.2274
H 1.37 -1.77 -0.41 0.2648
```

For the LUMO energy, the calculation gives -4.07 eV. The orbital gap is 8.69 eV. As for the spin multiplicity: 1. The charge is +1. The value obtained for the highest occupied orbital energy is -12.76 eV.

=====

2) Density functional theory data (ωB97M-V/def2-TZVPD) for a 2-piece molecular cluster, C6H11FN3 overall.

The geometry in XYZ format:
```
21
Properties=species:S:1:pos:R:3:mulliken_charge:R:1
C 1.79 1.99 -2.93 -0.7397
C 0.91 1.75 -1.84 -0.3115
C 2.43 0.80 -3.07 0.5799
C -0.15 -1.06 2.66 -1.1606
C -2.62 -1.00 2.04 -1.0943
C -1.18 -0.75 1.74 1.1089
N 1.89 -0.08 -2.15 -0.1882
N 0.99 0.53 -1.39 -0.3472
N -0.97 -0.29 0.53 -0.2405
F 3.39 0.28 -3.88 -0.2349
H 2.04 2.85 -3.52 0.3657
H 0.24 2.31 -1.20 0.4327
H 0.70 -1.09 2.04 0.3928
H 0.01 -0.32 3.42 0.3335
H -0.43 -1.99 3.24 0.3305
H -2.86 -0.19 2.85 0.2897
H -3.15 -0.78 1.05 0.2595
H -3.12 -1.91 2.30 0.3913
H 1.96 -1.09 -2.07 0.2152
H -0.04 -0.05 0.07 0.3846
H -1.84 0.08 0.11 0.2325
```

For the LUMO energy, the calculation gives -4.11 eV. The orbital gap is 8.92 eV. As for the spin multiplicity: 1. The charge is +1. The value obtained for the highest occupied orbital energy is -13.03 eV.

=====

Structures ranked by computed energy, the most stable listed first: 2), 1).

=====

1) Density functional theory data (ωB97M-V/def2-TZVPD) for an isolated molecule of C3H7NO3S.

The geometry in XYZ format:
```
15
Properties=species:S:1:pos:R:3:mulliken_charge:R:1
C -1.04 -0.84 -2.26 -0.9449
C -0.82 -0.34 -0.76 0.6173
O -1.58 0.26 -0.07 -0.5288
N 0.49 -0.54 -0.30 -0.2777
S 1.15 0.66 0.71 1.1877
C 0.21 0.64 2.27 -1.0220
O 1.06 1.99 0.18 -0.6118
O 2.52 0.20 0.79 -0.6792
H -1.47 0.07 -2.77 0.2784
H -0.06 -1.17 -2.62 0.2772
H -1.86 -1.50 -2.23 0.3056
H 1.10 -1.23 -0.76 0.2820
H 0.99 0.70 2.96 0.4483
H -0.58 1.42 2.28 0.2932
H -0.13 -0.31 2.57 0.3746
```

For the LUMO energy, the calculation gives 0.56 eV. The orbital gap is 11.10 eV. As for the spin multiplicity: 1. The value obtained for the highest occupied orbital energy is -10.54 eV.

=====

2) Density functional theory data (ωB97M-V/def2-TZVPD) for an isolated molecule of C3H7NO3S.

The geometry in XYZ format:
```
15
Properties=species:S:1:pos:R:3:mulliken_charge:R:1
O -1.65 0.56 -1.63 -0.5231
S -1.79 0.05 -0.30 0.9122
O -3.12 -0.48 0.12 -0.6347
O -1.39 1.17 0.92 -0.4619
C -0.08 -1.35 0.13 -0.3513
N 1.07 -0.66 0.04 -0.1831
C 1.68 0.31 -0.93 -0.3079
C 1.50 0.63 0.56 -0.3456
H -2.16 0.91 1.41 0.3222
H -0.10 -2.19 -0.61 0.3231
H -0.41 -1.59 1.14 0.2904
H 0.85 0.72 -1.44 0.2425
H 2.65 0.08 -1.46 0.2181
H 2.18 0.41 1.34 0.3058
H 0.77 1.44 0.72 0.1933
```

For the LUMO energy, the calculation gives 0.54 eV. The orbital gap is 9.52 eV. As for the spin multiplicity: 1. The value obtained for the highest occupied orbital energy is -8.98 eV.

=====

Structures ranked by computed energy, the most stable listed first: 1), 2).

=====

1) Density functional theory data (ωB97M-V/def2-TZVPD) for a 2-piece molecular cluster, C2H7N2O2 overall.

The geometry in XYZ format:
```
13
Properties=species:S:1:pos:R:3:mulliken_charge:R:1
N -2.84 -0.55 -0.55 -0.6486
C -3.07 0.86 -0.02 -0.3546
N -2.32 1.88 -0.68 -0.5989
H -3.10 -1.17 0.20 0.2126
H -1.87 -0.72 -0.77 0.2527
H -2.92 0.83 1.06 0.3228
H -4.12 0.93 -0.33 0.2727
H -2.57 1.81 -1.67 0.2592
H -1.32 1.71 -0.63 0.2851
O 3.66 -1.50 1.13 -0.6105
C 3.25 -0.65 0.34 0.0038
O 2.10 -0.28 -0.01 -0.6243
H 4.04 -0.12 -0.29 0.2280
```

For the LUMO energy, the calculation gives 3.57 eV. The orbital gap is 7.26 eV. As for the spin multiplicity: 1. The charge is -1. The value obtained for the highest occupied orbital energy is -3.69 eV.

=====

2) Density functional theory data (ωB97M-V/def2-TZVPD) for a 2-piece molecular cluster, C2H7N2O2 overall.

The geometry in XYZ format:
```
13
Properties=species:S:1:pos:R:3:mulliken_charge:R:1
C -0.38 -2.27 -0.41 -0.6667
O 0.16 -1.79 0.82 -0.6751
H -1.42 -1.86 -0.60 0.1889
H 0.24 -1.98 -1.26 0.2780
H -0.44 -3.34 -0.38 0.2653
N 1.18 0.36 0.02 -0.6994
C 0.14 1.21 -0.16 0.4640
N -0.93 1.04 0.77 -0.4894
O 0.03 2.08 -1.04 -0.7560
H 0.74 -0.93 0.58 0.4603
H 1.98 0.75 -0.46 0.1314
H -1.78 1.54 0.51 0.2139
H -1.03 0.12 1.13 0.2847
```

For the LUMO energy, the calculation gives 4.30 eV. The orbital gap is 8.02 eV. As for the spin multiplicity: 1. The charge is -1. The value obtained for the highest occupied orbital energy is -3.72 eV.

=====

Structures ranked by computed energy, the most stable listed first: 2), 1).